Molecular formula: C2H7ClNO2P
Method: DFT, ωB97M-V/def2-TZVPD

Element x y z (Å)
C1 -0.548 -0.082 1.488
H1 -1.194 0.714 1.312
C2 -0.349 -0.854 0.146
P1 1.546 1.108 -0.647
O1 2.288 0.695 0.530
N1 2.286 1.123 -2.193
H2 -0.928 -0.789 2.329
H3 2.398 0.114 -2.573
O2 0.227 -0.014 -0.885
H4 0.422 0.335 1.883
Cl1 0.680 2.808 -0.303
H5 2.935 1.810 -2.437
H6 -1.276 -1.197 -0.381
H7 0.260 -1.675 0.545

Forces on the atoms, in the same order (eV/Å):
0.917 -1.906 1.021
-1.428 1.473 0.139
0.027 0.811 1.371
-1.513 -4.221 -1.355
1.066 -0.002 0.359
-2.675 -3.511 1.455
0.335 1.175 -1.611
-0.004 2.667 0.812
2.575 1.923 -0.430
-0.901 -0.609 -0.691
-0.565 1.457 -0.366
1.111 0.887 -0.315
0.706 0.103 0.992
0.350 -0.249 -1.382

Calculated values
HOMO level = -10.41 eV
energy relative to the best compared isomer or geometry (same formula, charge and spin) = 2.9 kcal/mol
max |F| = 4.68 eV/Å
SMILES = CCO[P@](N)(=O)Cl